1.
57
Properties=species:S:1:pos:R:3 method="wB97M-V/def2-TZVPD" homo_energy_ev="-14.42 / -14.36" multiplicity=4 homo_lumo_gap_ev="7.784 / 7.968" de_lowest_kj_mol=0.00 e_lumo_ha="-0.244 / -0.235" mol_weight_da=455.8 max_force_ev_per_a=1.47 charge=+2 energy_ha=-1775.426929
C 1.980 -2.485 -1.642
H 2.253 -3.545 -1.622
H 1.510 -2.307 -2.629
H 1.245 -2.397 -0.805
C 3.236 -1.655 -1.415
H 3.062 -0.570 -1.588
H 3.558 -1.754 -0.371
C 4.392 -2.101 -2.318
H 5.294 -1.516 -2.118
H 4.632 -3.159 -2.163
H 4.136 -1.973 -3.374
C -1.158 1.961 -0.992
C -0.022 2.439 -1.710
C 0.078 1.679 -2.926
C -0.989 0.719 -2.937
C -1.759 0.906 -1.744
C -3.066 0.275 -1.425
C -1.191 -0.377 -3.923
C 1.281 1.612 -3.801
C 0.928 3.463 -1.198
C -1.725 2.568 0.247
Nd 0.613 0.019 -1.105
H -1.963 -1.086 -3.581
H -1.533 0.046 -4.883
H -0.273 -0.962 -4.129
H -3.176 -0.699 -1.918
H -3.193 0.131 -0.342
H -3.892 0.921 -1.777
H -0.938 2.932 0.918
H -2.378 3.425 -0.002
H -2.324 1.846 0.814
H 1.946 3.316 -1.589
H 0.606 4.480 -1.484
H 0.977 3.441 -0.096
H 1.595 0.567 -4.003
H 1.061 2.068 -4.778
H 2.141 2.148 -3.367
C -2.001 -2.410 1.977
N -1.550 -1.607 3.115
C -1.923 -2.084 4.434
C -0.695 -0.590 2.872
S -0.243 -0.327 1.222
N -0.109 0.180 3.808
C -0.557 0.396 5.177
C 0.935 1.116 3.377
H -2.605 -3.225 2.369
H -1.138 -2.819 1.436
H -2.594 -1.792 1.291
H -1.050 -2.194 5.086
H -2.672 -1.427 4.889
H -2.378 -3.066 4.303
H 0.228 0.049 5.856
H -0.706 1.469 5.331
H -1.488 -0.112 5.416
H 1.764 0.572 2.907
H 0.542 1.846 2.654
H 1.298 1.647 4.256

2.
48
Properties=species:S:1:pos:R:3 method="wB97M-V/def2-TZVPD" homo_energy_ev=-1.20 multiplicity=1 homo_lumo_gap_ev=2.868 e_lumo_ha=0.061 mol_weight_da=281.4 max_force_ev_per_a=4.48 charge=-1 energy_ha=-963.848693
C 1.863 -0.330 3.140
C 1.158 -1.369 2.455
C -0.350 -1.335 1.998
O -0.579 -1.677 0.806
O -1.471 -1.004 2.807
C -1.704 0.428 2.876
C -1.660 1.195 1.474
C -0.327 2.119 1.365
C -0.032 2.518 -0.172
C 0.570 1.197 -0.894
C 1.862 1.570 -1.796
C 3.130 1.999 -0.896
O 4.328 1.851 -1.744
H 2.718 0.173 2.558
H 1.698 0.009 4.211
H 1.755 -2.305 2.163
H -2.774 0.560 3.287
H -1.023 0.952 3.636
H -2.534 1.950 1.485
H -1.826 0.542 0.560
H -0.542 3.049 2.015
H 0.594 1.604 1.789
H 0.678 3.413 -0.224
H -1.046 2.760 -0.653
H 0.924 0.417 -0.127
H -0.248 0.754 -1.565
H 1.569 2.346 -2.580
H 2.166 0.577 -2.319
H 3.163 1.244 -0.027
H 4.515 0.878 -1.796
C 2.509 -5.272 0.488
O 1.972 -4.342 -0.438
H 3.388 -5.742 0.045
H 2.801 -4.754 1.405
H 1.765 -6.041 0.715
H 1.196 -3.941 -0.022
C -4.307 3.657 -1.982
O -2.941 3.989 -1.791
H -4.370 2.640 -2.370
H -4.838 3.713 -1.028
H -4.758 4.347 -2.700
H -2.912 4.890 -1.448
C -1.318 -2.995 -2.462
O -0.346 -3.897 -2.969
H -2.063 -2.807 -3.236
H -1.807 -3.435 -1.589
H -0.837 -2.054 -2.187
H 0.294 -4.040 -2.261

3.
23
Properties=species:S:1:pos:R:3 method="wB97M-V/def2-TZVPD" homo_energy_ev=-7.59 multiplicity=1 homo_lumo_gap_ev=7.916 de_lowest_kj_mol=243.65 e_lumo_ha=0.012 mol_weight_da=178.1 max_force_ev_per_a=3.56 energy_ha=-843.910220
C -2.193 -1.451 -1.501
N -1.002 -1.139 -0.808
C -0.631 0.061 -0.522
C -1.382 1.278 -0.808
C -0.977 2.450 -0.282
C -0.128 2.485 0.837
C 0.796 1.524 0.910
C 0.627 0.307 0.202
B 2.134 -0.233 -0.170
S 3.593 -0.116 -1.036
N 1.362 -0.790 0.765
C 0.845 -1.820 1.700
H -1.997 -2.121 -2.354
H -2.798 -1.980 -0.827
H -2.773 -0.526 -2.009
H -1.933 1.221 -1.666
H -1.440 3.436 -0.630
H 0.006 3.445 1.410
H 1.615 1.548 1.620
H 4.136 -1.254 -0.645
H 1.606 -2.355 2.184
H 0.233 -1.414 2.430
H 0.301 -2.556 1.201

4.
10
Properties=species:S:1:pos:R:3 method="wB97M-V/def2-TZVPD" homo_energy_ev=-4.17 multiplicity=1 homo_lumo_gap_ev=8.340 de_lowest_kj_mol=7.73 e_lumo_ha=0.153 mol_weight_da=95.1 max_force_ev_per_a=3.69 charge=-1 energy_ha=-335.131365
C 0.519 0.197 0.087
C -1.816 -0.356 0.037
C -0.843 0.579 -0.014
N 1.471 1.108 0.075
N 1.066 -1.040 0.046
N 2.578 0.459 0.015
N 2.356 -0.793 -0.028
H -2.899 -0.377 -0.064
H -1.477 -1.333 0.143
H -0.956 1.556 -0.296

5.
16
Properties=species:S:1:pos:R:3 method="wB97M-V/def2-TZVPD" homo_energy_ev=-9.98 multiplicity=1 homo_lumo_gap_ev=10.674 de_lowest_kj_mol=48.14 e_lumo_ha=0.025 mol_weight_da=155.0 max_force_ev_per_a=1.44 energy_ha=-1190.893887
Cl -1.818 -1.764 -0.527
C -1.766 -0.137 0.277
C -0.548 0.666 -0.026
C 0.053 0.854 -1.419
O 1.414 0.840 -0.850
C 0.899 0.374 0.459
C 1.361 -1.005 0.851
Cl 1.656 -2.069 -0.643
H -2.674 0.402 -0.002
H -1.852 -0.320 1.362
H -0.783 1.682 0.369
H -0.069 1.842 -1.882
H -0.059 0.001 -2.103
H 1.215 1.095 1.239
H 0.636 -1.484 1.535
H 2.334 -0.976 1.360

6.
25
Properties=species:S:1:pos:R:3 method="wB97M-V/def2-TZVPD" homo_energy_ev=-8.69 multiplicity=1 homo_lumo_gap_ev=9.423 de_lowest_kj_mol=198.04 e_lumo_ha=0.027 mol_weight_da=154.2 max_force_ev_per_a=3.50 energy_ha=-501.760694
C -1.953 2.431 -0.401
C -1.457 1.017 -0.599
C -1.931 -0.079 0.137
C -1.557 -1.387 -0.188
C -0.609 -1.682 -1.177
O -0.672 -2.954 -1.632
C 0.065 -0.559 -1.644
C -0.359 0.724 -1.418
H -1.969 2.917 -1.378
H -1.334 2.968 0.351
H -2.948 2.397 -0.020
H -2.580 0.186 0.932
H -1.959 -2.231 0.358
H 0.163 -3.434 -1.564
H 0.994 -0.799 -2.169
H 0.090 1.559 -1.929
C 1.765 1.404 1.206
C 2.514 0.204 1.664
O 2.936 0.221 3.025
H 2.459 2.216 0.910
H 0.941 1.820 1.818
H 1.181 1.246 0.281
H 2.011 -0.774 1.601
H 3.473 0.232 1.130
H 2.795 1.152 3.253

What is the multiplicity in the second record?
1